Entry 1:
{
  "formula": "C23H43Cl27InNO3P",
  "method": "wB97M-V/def2-TZVPD",
  "total_charge": -1,
  "multiplicity": 1,
  "gap_ev": 6.47,
  "energy_ev": -384747.2649,
  "lumo_energy_ev": 1.79,
  "species": ["C", "O", "C", "C", "C", "C", "C", "C", "In", "C", "C", "C", "C", "N", "C", "C", "C", "O", "P", "O", "H", "H", "H", "H", "H", "H", "H", "H", "H", "H", "H", "H", "H", "H", "H", "H", "H", "H", "H", "H", "H", "H", "H", "H", "H", "H", "H", "H", "H", "H", "H", "H", "H", "H", "C", "Cl", "Cl", "Cl", "H", "C", "Cl", "Cl", "Cl", "H", "C", "Cl", "Cl", "Cl", "H", "C", "Cl", "Cl", "Cl", "H", "C", "Cl", "Cl", "Cl", "H", "C", "Cl", "Cl", "Cl", "H", "C", "Cl", "Cl", "Cl", "H", "C", "Cl", "Cl", "Cl", "H", "C", "Cl", "Cl", "Cl", "H"],
  "positions_angstrom": [[1.90389, -4.89437, 2.22009], [1.18959, -4.89816, 0.97801], [-0.20711, -4.81110, 1.29666], [-1.11314, -4.44070, 0.07292], [-0.36633, -4.31043, -1.28204], [0.53209, -3.03967, -1.36754], [-0.31734, -1.74220, -1.50462], [0.60199, -0.47356, -1.66808], [1.12768, 0.40858, 0.35881], [3.25493, 1.15440, 0.24953], [4.27455, 0.28531, 1.06049], [4.65171, -1.00887, 0.22974], [4.77786, -2.29948, 1.11432], [5.29996, -2.08131, 2.46944], [-0.23345, 2.16984, 0.70036], [-0.83343, 2.23968, 2.14860], [-2.38798, 2.49184, 2.12804], [-0.18583, 3.27192, 2.93388], [0.79600, -1.37618, 2.16173], [-0.61093, -1.36010, 2.81380], [2.71989, -5.64030, 2.21449], [1.24382, -5.17009, 3.06765], [2.32703, -3.89661, 2.44477], [-0.38345, -4.04067, 2.07839], [-0.51341, -5.81356, 1.67652], [-1.64579, -3.50241, 0.28788], [-1.86471, -5.23832, -0.02826], [0.20195, -5.20568, -1.58470], [-1.14730, -4.16380, -2.06306], [1.09936, -3.12503, -2.32308], [1.29140, -3.00824, -0.56921], [-0.88973, -1.82837, -2.45574], [-1.02548, -1.59763, -0.66563], [1.50706, -0.69859, -2.27235], [0.02398, 0.30246, -2.22167], [3.56933, 1.10498, -0.81608], [3.26773, 2.21997, 0.55529], [3.90130, 0.02974, 2.07191], [5.17818, 0.92730, 1.23427], [3.89913, -1.12902, -0.57438], [5.63947, -0.83904, -0.25004], [3.79159, -2.79710, 1.20195], [5.44185, -3.00648, 0.58272], [4.55053, -1.83298, 3.09696], [6.02527, -1.37821, 2.47094], [0.30910, 3.12173, 0.51874], [-1.07186, 2.06916, -0.02037], [-0.59776, 1.27978, 2.64884], [-2.75928, 2.71237, 1.11492], [-2.95301, 1.63142, 2.54157], [-2.61923, 3.38501, 2.74792], [-0.54200, 3.12765, 3.80732], [0.95097, -2.65525, 1.54151], [1.78652, -1.34011, 3.19983], [-3.11681, 4.48106, 5.70921], [-2.00196, 5.56731, 6.54892], [-3.52496, 5.12254, 4.11012], [-2.43592, 2.85527, 5.59879], [-4.03065, 4.41941, 6.28849], [7.77205, 1.93927, -0.97326], [7.57498, 0.74039, 0.30894], [9.03523, 1.43865, -2.10777], [6.24515, 2.20184, -1.81693], [8.07538, 2.87494, -0.51941], [-4.50019, 3.27405, -1.94136], [-5.56535, 3.28762, -0.53042], [-4.20124, 4.92619, -2.50740], [-2.98346, 2.45386, -1.57060], [-4.99665, 2.73002, -2.73639], [-0.74000, 6.06058, -3.39075], [0.38865, 7.15196, -2.57998], [-1.19603, 6.70256, -4.97565], [-0.03890, 4.44996, -3.55372], [-1.63432, 5.98086, -2.78409], [2.58059, 5.48793, -5.92545], [3.70333, 6.58220, -5.10975], [2.11613, 6.13407, -7.50520], [3.28770, 3.87821, -6.09237], [1.68779, 5.40326, -5.31798], [-3.59888, 0.50120, -4.94253], [-2.10072, -0.11826, -4.25027], [-4.96728, 0.16533, -3.87132], [-3.46705, 2.23623, -5.26138], [-3.77483, -0.00424, -5.88448], [-4.78372, -3.39164, 1.22814], [-3.54528, -2.33403, 1.91133], [-5.31542, -2.79399, -0.35005], [-4.18954, -5.05492, 1.09359], [-5.63660, -3.39053, 1.89598], [-5.61822, 0.72743, 6.94847], [-5.23913, 2.15233, 7.92864], [-6.72840, 1.15247, 5.64026], [-4.14653, -0.00135, 6.30547], [-6.10744, 0.00094, 7.58587], [-1.05690, -5.11147, -5.09248], [0.46272, -5.78514, -4.49352], [-2.36321, -5.36777, -3.92948], [-0.87609, -3.39071, -5.45192], [-1.31515, -5.62537, -6.01027]],
  "forces_ev_per_a": [[0.3, -0.4, 0.3], [-0.2, 0.1, 1.1], [-0.9, 0.0, -0.5], [0.9, -0.7, -0.3], [-0.2, 1.0, 0.0], [-0.5, -0.2, -0.8], [1.1, 0.4, -0.7], [-0.5, -0.2, 0.6], [0.5, 1.0, -1.2], [0.1, -0.5, 0.2], [0.1, 0.6, -0.7], [0.2, 0.5, 1.0], [-0.2, 0.3, -0.6], [0.0, -0.7, -0.4], [-0.2, 0.0, 0.8], [-0.4, -0.4, -0.7], [0.3, 0.1, 0.4], [0.0, -0.2, -0.8], [-2.0, 0.3, 0.4], [1.0, 0.0, -0.4], [-0.3, 0.4, -0.3], [0.2, 0.1, -0.4], [-0.2, -0.5, -0.2], [0.1, -0.6, -0.2], [0.1, 0.6, 0.0], [0.2, -0.3, -0.1], [0.3, 0.4, 0.0], [-0.2, 0.2, 0.5], [0.5, -0.2, 0.6], [-0.2, 0.1, 0.5], [-0.5, 0.1, -0.2], [-0.1, -0.3, 0.7], [0.2, -0.2, -0.4], [-0.5, 0.0, 0.3], [0.4, -0.3, 0.3], [-0.2, 0.2, 0.5], [0.1, -0.5, -0.1], [0.0, 0.0, -0.6], [-0.5, -0.8, 0.0], [0.3, -0.2, 0.4], [-0.7, -0.1, 0.1], [0.5, 0.3, 0.0], [-0.3, 0.2, 0.3], [0.1, 0.3, 0.0], [-0.2, 0.1, 0.2], [-0.3, -0.5, -0.1], [0.7, 0.2, 0.4], [-0.5, 0.4, -0.1], [0.2, -0.2, 0.4], [0.3, 0.4, -0.3], [0.2, -0.8, -0.5], [0.0, 0.2, 0.5], [0.6, 0.5, 0.3], [0.1, -0.4, -0.3], [0.1, 0.0, -0.2], [-0.1, 0.0, 0.0], [-0.1, 0.2, 0.4], [0.0, 0.2, 0.0], [0.1, 0.0, 0.0], [-0.2, -0.1, 0.0], [0.5, 0.2, -0.1], [0.0, 0.0, 0.0], [0.1, 0.0, 0.1], [0.0, -0.1, 0.0], [0.2, -0.2, 0.1], [0.0, 0.0, -0.1], [-0.1, 0.0, -0.1], [-0.3, 0.2, -0.2], [0.0, 0.1, 0.0], [0.1, -0.1, 0.1], [-0.1, 0.0, 0.0], [0.0, 0.0, 0.0], [-0.1, 0.0, 0.1], [0.1, 0.0, 0.0], [0.1, 0.0, 0.0], [-0.1, 0.0, 0.0], [0.0, 0.0, 0.1], [-0.1, 0.1, 0.0], [0.0, 0.0, 0.0], [0.3, -0.1, 0.1], [-0.2, 0.1, -0.1], [0.0, 0.0, -0.1], [-0.1, 0.0, 0.0], [0.0, 0.0, 0.1], [0.3, 0.3, 0.2], [-0.1, -0.2, 0.0], [0.0, 0.0, 0.0], [-0.4, 0.0, 0.1], [0.0, -0.1, -0.1], [0.2, -0.1, -0.2], [-0.1, 0.0, 0.1], [0.0, 0.0, 0.1], [-0.2, -0.1, 0.1], [0.0, 0.1, 0.0], [0.0, 0.1, 0.1], [-0.1, 0.0, -0.1], [-0.1, -0.1, -0.3], [0.0, -0.1, 0.0], [0.0, 0.0, 0.1]],
  "lowdin_charge": [-0.130, -0.224, -0.236, -0.188, -0.227, -0.218, -0.319, -0.285, 0.694, -0.311, -0.342, -0.214, -0.274, -0.015, -0.219, -0.480, -0.079, -0.092, 0.595, -0.652, 0.089, 0.089, 0.043, 0.090, 0.121, 0.055, 0.046, 0.084, 0.037, 0.104, 0.083, 0.043, 0.088, 0.028, -0.005, 0.005, 0.025, 0.069, 0.037, 0.093, 0.042, 0.086, 0.097, 0.042, 0.052, 0.045, -0.049, 0.081, 0.010, 0.076, -0.029, 0.004, -0.073, -0.059, -1.506, 0.524, 0.575, 0.568, -0.017, -1.521, 0.586, 0.506, 0.560, 0.011, -1.539, 0.536, 0.531, 0.584, -0.050, -1.539, 0.533, 0.516, 0.561, -0.040, -1.562, 0.513, 0.505, 0.525, -0.071, -1.514, 0.563, 0.539, 0.531, 0.011, -1.521, 0.575, 0.507, 0.552, 0.005, -1.539, 0.516, 0.519, 0.525, 0.008, -1.522, 0.545, 0.553, 0.519, 0.005]
}

***

Entry 2:
{
  "formula": "C39H63Cl3O17",
  "method": "wB97M-V/def2-TZVPD",
  "multiplicity": 1,
  "gap_ev": 7.59,
  "smiles": "O=C1C=C(O)C(=O)C=C1O.O=C1C=C(O)C(=O)C=C1O.O=C1C=C(O)C(=O)C=C1O.ClC(Cl)Cl.CCOCC.CCOCC.CCOCC.CCOCC.CCOCC",
  "energy_ev": -113832.1243,
  "lumo_energy_ev": -1.75,
  "species": ["O", "C", "C", "C", "O", "C", "O", "C", "C", "O", "H", "H", "H", "H", "O", "C", "C", "C", "O", "C", "O", "C", "C", "O", "H", "H", "H", "H", "O", "C", "C", "C", "O", "C", "O", "C", "C", "O", "H", "H", "H", "H", "Cl", "C", "Cl", "Cl", "H", "C", "C", "O", "C", "C", "H", "H", "H", "H", "H", "H", "H", "H", "H", "H", "C", "C", "O", "C", "C", "H", "H", "H", "H", "H", "H", "H", "H", "H", "H", "C", "C", "O", "C", "C", "H", "H", "H", "H", "H", "H", "H", "H", "H", "H", "C", "C", "O", "C", "C", "H", "H", "H", "H", "H", "H", "H", "H", "H", "H", "C", "C", "O", "C", "C", "H", "H", "H", "H", "H", "H", "H", "H", "H", "H"],
  "positions_angstrom": [[3.99873, -0.79945, -2.98079], [4.27266, -2.00962, -2.94230], [5.11330, -2.59685, -4.01604], [5.46977, -3.89577, -4.12966], [6.34269, -4.33516, -5.09360], [4.99421, -4.91717, -3.14121], [5.30685, -6.13594, -3.09257], [4.33790, -4.33186, -1.99159], [3.97668, -3.03406, -1.91466], [3.30082, -2.68018, -0.78421], [5.67398, -1.90531, -4.62743], [6.54911, -5.26087, -4.94502], [4.06576, -5.03050, -1.21428], [2.85579, -1.83569, -0.88619], [-2.30982, 2.70612, 0.53956], [-1.26916, 2.06721, 0.42589], [-1.06135, 0.70382, 1.02555], [0.09463, -0.02240, 0.82434], [0.22891, -1.28303, 1.23557], [1.27239, 0.42753, 0.00716], [2.25752, -0.28079, -0.14113], [1.06767, 1.83728, -0.58574], [-0.10120, 2.52274, -0.42110], [-0.22457, 3.74665, -0.96654], [-1.86526, 0.15192, 1.48982], [1.08613, -1.63724, 0.98795], [1.88318, 2.10919, -1.23949], [-1.13872, 4.02958, -0.88993], [-2.45353, -1.56301, 3.69431], [-1.58817, -2.00782, 4.43922], [-1.41176, -1.56702, 5.82113], [-0.51642, -2.14939, 6.64284], [-0.50296, -1.81187, 7.94638], [0.54828, -3.14094, 6.21633], [1.40620, -3.65038, 6.89723], [0.26938, -3.63226, 4.86034], [-0.68866, -3.12501, 4.04357], [-0.90179, -3.68510, 2.82907], [-2.19023, -0.97745, 6.28243], [0.13655, -2.36125, 8.40552], [0.88441, -4.40847, 4.42949], [-1.67708, -3.26428, 2.45035], [2.41339, -3.13955, 2.61357], [2.63613, -4.87383, 2.23894], [4.31222, -5.25381, 1.87267], [1.75626, -5.14499, 0.73955], [2.23118, -5.57108, 2.97238], [0.63147, -0.46517, -3.49665], [-0.53155, -1.20328, -2.97769], [-0.08532, -2.55016, -2.77734], [-1.04033, -3.35351, -2.08302], [-0.31205, -4.61502, -1.83431], [0.49576, 0.61439, -3.43144], [1.59980, -0.85984, -3.18894], [0.86593, -0.64999, -4.54497], [-0.80239, -0.70405, -2.04735], [-1.34930, -1.07091, -3.68611], [-1.43378, -2.88244, -1.18224], [-1.82312, -3.50206, -2.82683], [0.60650, -4.44365, -1.27306], [0.06961, -5.11768, -2.72301], [-0.83469, -5.44801, -1.36411], [-6.03645, 8.15192, 2.12362], [-5.49308, 6.98291, 1.29167], [-5.32132, 5.81728, 2.07255], [-5.04498, 4.62235, 1.36456], [-5.37091, 3.43453, 2.20890], [-5.35118, 8.25741, 2.96468], [-5.94001, 9.04199, 1.50189], [-7.06424, 8.09080, 2.48143], [-6.23301, 6.82897, 0.50622], [-4.55656, 7.32749, 0.85317], [-5.54567, 4.50674, 0.40328], [-3.97772, 4.66753, 1.14769], [-6.27876, 3.59229, 2.79117], [-4.47631, 3.27529, 2.81092], [-5.52043, 2.56508, 1.56875], [-1.61766, 6.48699, 0.05698], [-2.23303, 6.39820, -1.33346], [-2.49713, 5.03595, -1.45459], [-3.32594, 4.72841, -2.56259], [-3.65327, 3.26126, -2.33100], [-0.63378, 6.03111, 0.16771], [-1.58961, 7.51867, 0.40760], [-2.16730, 5.91365, 0.80349], [-3.13898, 7.00419, -1.34571], [-1.64759, 6.70830, -2.19902], [-4.30049, 5.21663, -2.56117], [-2.84948, 5.09401, -3.47221], [-2.83148, 2.54627, -2.29139], [-4.21778, 2.96720, -3.21585], [-4.32800, 3.15602, -1.48145], [-4.07991, -1.08909, 0.47399], [-4.94605, -2.02223, -0.39500], [-4.41097, -3.38391, -0.22996], [-4.90922, -4.21700, -1.26512], [-4.09667, -5.52416, -1.37930], [-4.56951, -0.14329, 0.70608], [-4.01482, -1.49516, 1.48343], [-3.06761, -0.89361, 0.12023], [-5.99910, -2.14197, -0.14035], [-4.93685, -1.69670, -1.43521], [-5.87246, -4.64102, -0.98147], [-4.97823, -3.79985, -2.26977], [-3.99032, -6.12029, -0.47299], [-3.13044, -5.29046, -1.82640], [-4.62343, -6.09835, -2.14150], [10.58157, 1.35401, 0.07680], [9.48727, 0.34492, 0.06888], [8.36974, 1.19802, -0.09018], [7.14940, 0.46074, 0.11991], [5.79166, 1.18032, -0.37978], [11.48282, 0.78387, 0.30213], [10.78251, 1.95964, -0.80691], [10.37589, 1.87836, 1.00999], [9.69172, -0.30712, -0.78032], [9.42053, -0.15067, 1.03738], [7.18760, -0.46367, -0.45637], [7.00414, 0.23157, 1.17560], [5.71215, 2.09147, 0.21315], [4.96491, 0.52698, -0.10097], [5.96729, 1.50792, -1.40445]],
  "forces_ev_per_a": [[0.0, -2.6, 1.0], [1.1, 1.1, -2.0], [0.9, -0.4, -0.3], [0.4, -0.6, -0.9], [-0.8, 1.1, 0.7], [1.1, -1.9, 1.7], [-0.5, 2.9, -1.4], [-0.5, 0.4, -0.4], [-1.6, -0.3, 2.4], [0.6, -0.5, -0.9], [-0.4, 0.2, -0.3], [-0.1, -0.5, 0.3], [-0.1, 0.2, 0.1], [0.1, 0.7, 0.0], [1.6, -0.5, -0.3], [-0.4, -1.8, 0.7], [1.4, -0.5, -0.7], [-0.9, 0.1, -0.2], [-1.3, 0.2, 0.7], [-0.7, 2.9, -0.6], [-1.0, 0.6, 0.2], [-0.1, -2.4, 0.7], [1.3, 1.1, -0.5], [1.0, -1.4, 0.2], [-0.2, 0.4, 0.3], [0.6, -0.1, -0.3], [-0.1, 0.6, 0.0], [-1.1, 0.6, -0.1], [0.8, -0.6, 0.2], [-0.5, 0.7, 0.6], [-0.1, -0.7, 0.3], [0.5, 0.9, 1.1], [-0.3, 0.0, -0.4], [-1.4, -1.1, -2.1], [-0.1, 0.9, 0.9], [-0.3, 0.5, -1.0], [0.5, -1.2, -0.5], [0.5, 0.2, 1.1], [0.1, 0.4, -0.2], [0.5, -0.2, 0.2], [0.0, -0.1, 0.4], [-0.4, 0.4, -0.4], [0.5, -0.5, 0.4], [-0.1, 0.4, -1.2], [0.3, 0.0, 0.6], [-0.6, -0.4, 0.0], [0.2, 0.5, 0.2], [1.7, 0.4, -1.8], [0.7, -0.4, 0.2], [-0.7, 1.2, 0.5], [0.2, 0.1, -1.5], [1.1, -1.9, 0.4], [0.4, 0.0, 0.4], [-0.1, 0.6, 1.4], [-0.9, 0.0, -0.6], [-0.4, -0.4, 0.5], [-0.4, -0.6, 0.0], [0.0, 0.1, 0.1], [-0.7, -0.2, 0.4], [-0.2, 0.3, 0.2], [-0.2, 0.5, -0.6], [-0.5, 0.4, 0.5], [1.0, -0.3, 0.1], [-0.9, 0.3, 0.3], [-0.9, 0.4, 0.1], [0.6, 0.6, -0.5], [0.5, -0.3, 0.2], [-0.2, 0.3, 0.2], [-0.1, 0.1, 0.1], [0.1, -0.4, -0.1], [0.1, -0.4, -0.4], [0.3, -0.2, -0.2], [-0.5, 0.7, -0.2], [0.1, -0.4, -0.3], [0.2, 0.0, 0.1], [-0.5, -0.4, 0.5], [0.1, -0.1, 0.1], [0.6, 0.7, 0.4], [0.3, 0.0, 1.2], [-1.2, 0.1, -0.6], [0.2, -1.0, 1.1], [-0.6, -0.2, -1.8], [0.3, 0.3, -0.6], [0.2, 0.0, 0.0], [-0.7, 0.1, -0.3], [-0.4, -0.1, 0.0], [0.6, 0.3, 0.2], [0.0, 0.6, 0.5], [0.3, -0.7, -0.4], [0.2, 0.4, 0.3], [-0.3, -0.3, -0.1], [0.3, 0.0, 0.1], [-1.1, -0.3, 0.8], [1.0, -0.9, 0.7], [-0.1, 1.3, -1.6], [0.3, -2.3, 1.2], [0.2, 0.9, -0.9], [-0.1, 0.3, -0.6], [0.3, -0.4, 0.0], [-0.3, -0.3, -0.4], [-0.1, 0.7, 0.5], [0.3, -0.2, -0.2], [-0.7, 0.8, 0.0], [0.1, 0.6, 0.2], [-0.1, 0.3, 0.0], [0.2, -0.2, 0.3], [0.0, -0.3, 0.1], [1.6, -0.8, 1.8], [0.0, 1.7, -0.9], [-2.3, -1.0, -0.2], [-1.6, 0.7, -1.0], [3.0, 0.2, 1.4], [0.5, 0.1, -0.1], [-0.6, 0.0, 0.1], [0.3, 1.0, -0.4], [-0.8, -0.6, 0.0], [0.2, -0.4, -0.1], [0.2, -0.3, 0.1], [0.3, -0.1, 0.2], [-0.2, 0.1, 0.0], [-0.1, 0.0, -0.7], [-0.7, -0.5, -0.2]],
  "lowdin_charge": [0.095, -0.279, 0.072, -0.206, 0.086, -0.286, 0.078, 0.055, -0.192, 0.035, 0.132, 0.104, 0.098, 0.049, 0.105, -0.271, 0.087, -0.220, 0.068, -0.256, 0.073, 0.099, -0.210, 0.089, 0.096, 0.043, 0.126, 0.048, 0.102, -0.308, 0.074, -0.210, 0.105, -0.313, 0.128, 0.022, -0.235, 0.079, 0.136, 0.111, 0.090, 0.104, 0.629, -1.454, 0.564, 0.596, 0.027, -0.087, -0.276, -0.151, -0.268, -0.103, 0.083, 0.056, 0.081, 0.103, 0.123, 0.117, 0.117, -0.005, 0.087, 0.072, -0.074, -0.284, -0.145, -0.301, -0.066, 0.074, 0.071, 0.073, 0.114, 0.102, 0.111, 0.088, 0.083, 0.079, 0.067, -0.056, -0.259, -0.231, -0.238, -0.060, 0.072, 0.079, 0.069, 0.112, 0.126, 0.118, 0.124, 0.072, 0.075, 0.073, -0.058, -0.221, -0.167, -0.298, -0.068, 0.071, 0.063, 0.051, 0.115, 0.105, 0.109, 0.115, 0.080, 0.040, 0.074, -0.096, -0.312, -0.171, -0.241, -0.049, 0.072, 0.086, 0.081, 0.120, 0.122, 0.101, 0.107, 0.059, 0.055, 0.070]
}